Entry 1:
# C13H29AlBeBrCaCs2FN6O12P2

A structure of composition C13H29AlBeBrCaCs2FN6O12P2 in a non-equilibrium geometry (wB97M-V/def2-TZVPD, OMol25).

Geometry as ORCA input:
```
! wB97M-V def2-TZVPD RIJCOSX def2/J DEFGRID3
* xyz 2 1
N -0.08 -4.49 -7.38
C -1.06 -3.33 -7.35
O -2.29 -3.40 -7.89
C -0.60 -1.89 -6.63
C -1.01 -1.94 -5.05
C 0.24 -1.81 -4.00
O -0.48 -1.70 -2.69
C -0.42 -0.25 -2.43
O -1.41 0.63 -2.10
O 1.03 0.05 -2.67
C 1.24 -0.50 -4.05
N 2.66 -0.94 -4.35
N 0.95 0.65 -4.99
H 0.80 -4.10 -6.97
H -0.42 -5.24 -6.72
H -1.29 -1.07 -7.14
H 0.53 -1.64 -6.83
H -1.88 -1.18 -4.77
H -1.48 -3.03 -4.87
H 0.76 -2.87 -3.92
H 2.89 -0.80 -5.38
H 2.74 -1.97 -4.20
H -0.02 1.04 -4.87
H 1.18 0.43 -5.98
Ca -2.57 -5.43 -7.67
O 2.35 -0.96 2.91
P 1.68 0.41 3.17
N 0.33 -0.30 3.95
C -1.06 0.13 3.88
C 0.63 -0.61 5.36
N 1.37 0.57 1.43
C 0.08 0.31 0.80
C 2.33 -0.20 0.57
N 0.91 1.99 3.46
C 0.16 2.84 2.54
C 1.97 2.84 4.03
H -1.25 1.05 4.43
H -1.73 -0.64 4.30
H -1.40 0.26 2.85
H 0.74 0.32 5.94
H 1.56 -1.17 5.44
H -0.16 -1.22 5.82
H -0.34 -0.65 1.09
H 0.16 0.31 -0.30
H -0.66 1.10 0.97
H 2.09 -1.26 0.55
H 3.37 -0.08 0.92
H 2.32 0.16 -0.47
H 0.69 3.04 1.61
H -0.06 3.81 3.00
H -0.84 2.43 2.34
H 2.74 3.06 3.28
H 2.45 2.34 4.88
H 1.58 3.79 4.41
O -0.20 4.01 6.93
P -0.61 5.36 6.32
O -1.17 6.27 7.42
O -1.69 5.13 5.25
O 0.62 6.03 5.68
Cs -1.42 -3.28 -1.26
Be 3.43 -1.28 -0.94
Br -3.15 1.68 4.75
F 4.57 -0.83 -3.69
C -4.48 -1.53 4.62
O -3.64 -1.55 5.50
O -4.42 -2.16 3.56
O -5.53 -0.88 4.66
Cs -3.21 6.32 8.11
Al -1.14 -2.21 -9.18
*
```

Values from the calculation:
Energy above the lowest of the compared OMol25 structures with the same formula, charge and spin   230.43 kcal per mole
Electronic energy   -6074.3293 a.u.
Orbital gap   0.065 hartree
HOMO energy   -10.100 eV

Entry 2:
# C4H10NO

The ion C4H10NO with charge +1 in a non-equilibrium geometry (wB97M-V/def2-TZVPD, OMol25).

Geometry as ORCA input:
```
! wB97M-V def2-TZVPD RIJCOSX def2/J DEFGRID3
* xyz 1 3
C 1.41 0.42 0.91
C 0.65 -0.38 -0.04
C -1.92 -0.27 0.35
C -0.74 0.19 -0.61
N 1.88 0.33 -0.49
O 0.86 -1.67 -0.02
H 1.28 1.33 1.32
H 2.08 -0.14 1.60
H -1.96 -1.31 0.57
H -2.92 0.05 0.09
H -1.81 0.19 1.32
H -0.84 1.35 -0.58
H -0.94 -0.05 -1.56
H 1.80 1.25 -0.93
H 2.90 -0.08 -0.68
H 0.25 -2.21 0.56
*
```

Values from the calculation:
Energy above the lowest of the compared OMol25 structures with the same formula, charge and spin   117.55 kcal per mole
Electronic energy   -287.7894 a.u.
Orbital gap (spin up / spin down)   0.155 / 0.251 hartree
⟨S²⟩   2.006
HOMO energy (spin up / spin down)   -7.965 / -17.453 eV

Entry 3:
# C29H38Cl6O27

A cluster of 11 separate species, C29H38Cl6O27 in total in a non-equilibrium geometry (wB97M-V/def2-TZVPD, OMol25).

Geometry as ORCA input:
```
! wB97M-V def2-TZVPD RIJCOSX def2/J DEFGRID3
* xyz 0 1
Cl 16.76 -9.35 -11.46
C 16.14 -9.80 -13.07
Cl 14.44 -9.49 -13.28
Cl 16.60 -11.49 -13.40
H 16.76 -9.18 -13.70
Cl 14.60 -8.51 -20.54
C 13.31 -9.41 -21.39
Cl 14.03 -10.63 -22.52
Cl 12.26 -8.28 -22.19
H 12.77 -9.91 -20.60
O 19.74 -12.10 -14.71
C 19.67 -10.94 -14.95
O 19.55 -9.99 -14.02
C 19.64 -8.69 -14.50
C 19.80 -8.96 -16.03
O 19.80 -10.41 -16.17
H 18.75 -8.07 -14.35
H 20.49 -8.09 -14.15
H 20.65 -8.41 -16.41
H 18.93 -8.55 -16.54
O 16.56 -8.10 -16.37
C 15.93 -7.25 -16.94
O 16.43 -6.45 -17.89
C 15.37 -5.74 -18.50
C 14.37 -5.66 -17.35
O 14.67 -6.92 -16.70
H 15.55 -4.82 -19.05
H 14.93 -6.35 -19.31
H 13.34 -5.63 -17.70
H 14.62 -4.83 -16.69
O 19.03 -7.37 -22.47
C 18.88 -7.92 -21.42
O 19.65 -7.65 -20.33
C 19.05 -8.32 -19.23
C 18.03 -9.30 -19.82
O 17.82 -8.69 -21.09
H 19.76 -8.87 -18.61
H 18.69 -7.60 -18.49
H 17.10 -9.20 -19.25
H 18.37 -10.33 -19.71
O 16.71 -3.44 -20.42
C 16.48 -2.30 -20.61
O 15.24 -1.78 -20.75
C 15.27 -0.39 -20.41
C 16.69 -0.08 -20.91
O 17.39 -1.25 -20.61
H 14.59 0.11 -21.10
H 15.22 -0.29 -19.33
H 17.10 0.82 -20.46
H 16.68 0.13 -21.98
O 15.26 -8.79 -24.85
C 15.29 -7.81 -24.18
O 14.37 -6.82 -24.25
C 14.73 -5.85 -23.28
C 16.24 -6.07 -23.00
O 16.24 -7.50 -23.32
H 14.47 -4.85 -23.61
H 14.26 -6.14 -22.34
H 16.50 -6.01 -21.95
H 16.95 -5.69 -23.73
O 12.40 -5.58 -20.15
C 12.25 -4.49 -20.62
O 11.89 -3.40 -19.97
C 11.74 -2.30 -20.89
C 12.42 -2.80 -22.18
O 12.50 -4.19 -21.92
H 10.71 -2.00 -21.07
H 12.29 -1.51 -20.38
H 13.39 -2.39 -22.43
H 11.69 -2.71 -22.99
O 12.01 -1.84 -13.48
C 12.76 -2.74 -13.43
O 12.42 -4.07 -13.49
C 13.60 -4.81 -13.35
C 14.76 -3.85 -13.25
O 14.11 -2.59 -13.25
H 13.58 -5.40 -12.42
H 13.70 -5.61 -14.10
H 15.42 -4.00 -14.11
H 15.35 -4.09 -12.37
O 16.25 -2.40 -16.83
C 15.71 -1.33 -16.74
O 16.29 -0.16 -17.05
C 15.42 0.95 -16.78
C 14.12 0.25 -16.30
O 14.43 -1.11 -16.49
H 15.90 1.55 -16.01
H 15.27 1.56 -17.67
H 13.16 0.47 -16.76
H 14.07 0.49 -15.23
O 21.06 -5.91 -16.86
C 20.39 -5.05 -17.34
O 20.86 -3.81 -17.63
C 19.75 -2.95 -18.01
C 18.76 -4.02 -18.43
O 19.11 -5.15 -17.68
H 19.38 -2.35 -17.18
H 20.03 -2.35 -18.86
H 18.75 -4.23 -19.49
H 17.75 -3.72 -18.14
*
```

Values from the calculation:
Electronic energy   -5920.5090 a.u.
Orbital gap   0.355 hartree
SMILES string   ClC(Cl)Cl.ClC(Cl)Cl.O=C1OCCO1.O=C1OCCO1.O=C1OCCO1.O=C1OCCO1.O=C1OCCO1.O=C1OCCO1.O=C1OCCO1.O=C1OCCO1.O=C1OCCO1
HOMO energy   -10.247 eV

Entry 4:
# C3H2BiFO3

A structure of composition C3H2BiFO3 in a non-equilibrium geometry (wB97M-V/def2-TZVPD, OMol25).

Geometry as ORCA input:
```
! wB97M-V def2-TZVPD RIJCOSX def2/J DEFGRID3
* xyz 1 2
O 0.63 -0.29 1.41
C 0.79 -1.36 0.68
C 1.02 -1.32 -0.65
H 0.59 -2.35 1.13
H 1.06 -2.11 -1.39
F 1.48 -0.08 -1.12
Bi 1.01 1.46 0.49
O -2.70 -0.64 0.11
O -1.26 1.04 -0.56
C -1.91 0.10 -0.29
*
```

Values from the calculation:
Electronic energy   -655.3740 a.u.
Orbital gap (spin up / spin down)   0.233 / 0.298 hartree
⟨S²⟩   0.753
HOMO energy (spin up / spin down)   -12.459 / -14.070 eV

Q: Among the records above, which one has the highest electronic energy?
A: C4H10NO

Q: Look up the electronic energy of the second one.
A: -287.7894 a.u.

Q: Number 4 is which compound?
A: C3H2BiFO3

Copy entry 1 word for word.
# C13H29AlBeBrCaCs2FN6O12P2

A structure of composition C13H29AlBeBrCaCs2FN6O12P2 in a non-equilibrium geometry (wB97M-V/def2-TZVPD, OMol25).

Geometry as ORCA input:
```
! wB97M-V def2-TZVPD RIJCOSX def2/J DEFGRID3
* xyz 2 1
N -0.08 -4.49 -7.38
C -1.06 -3.33 -7.35
O -2.29 -3.40 -7.89
C -0.60 -1.89 -6.63
C -1.01 -1.94 -5.05
C 0.24 -1.81 -4.00
O -0.48 -1.70 -2.69
C -0.42 -0.25 -2.43
O -1.41 0.63 -2.10
O 1.03 0.05 -2.67
C 1.24 -0.50 -4.05
N 2.66 -0.94 -4.35
N 0.95 0.65 -4.99
H 0.80 -4.10 -6.97
H -0.42 -5.24 -6.72
H -1.29 -1.07 -7.14
H 0.53 -1.64 -6.83
H -1.88 -1.18 -4.77
H -1.48 -3.03 -4.87
H 0.76 -2.87 -3.92
H 2.89 -0.80 -5.38
H 2.74 -1.97 -4.20
H -0.02 1.04 -4.87
H 1.18 0.43 -5.98
Ca -2.57 -5.43 -7.67
O 2.35 -0.96 2.91
P 1.68 0.41 3.17
N 0.33 -0.30 3.95
C -1.06 0.13 3.88
C 0.63 -0.61 5.36
N 1.37 0.57 1.43
C 0.08 0.31 0.80
C 2.33 -0.20 0.57
N 0.91 1.99 3.46
C 0.16 2.84 2.54
C 1.97 2.84 4.03
H -1.25 1.05 4.43
H -1.73 -0.64 4.30
H -1.40 0.26 2.85
H 0.74 0.32 5.94
H 1.56 -1.17 5.44
H -0.16 -1.22 5.82
H -0.34 -0.65 1.09
H 0.16 0.31 -0.30
H -0.66 1.10 0.97
H 2.09 -1.26 0.55
H 3.37 -0.08 0.92
H 2.32 0.16 -0.47
H 0.69 3.04 1.61
H -0.06 3.81 3.00
H -0.84 2.43 2.34
H 2.74 3.06 3.28
H 2.45 2.34 4.88
H 1.58 3.79 4.41
O -0.20 4.01 6.93
P -0.61 5.36 6.32
O -1.17 6.27 7.42
O -1.69 5.13 5.25
O 0.62 6.03 5.68
Cs -1.42 -3.28 -1.26
Be 3.43 -1.28 -0.94
Br -3.15 1.68 4.75
F 4.57 -0.83 -3.69
C -4.48 -1.53 4.62
O -3.64 -1.55 5.50
O -4.42 -2.16 3.56
O -5.53 -0.88 4.66
Cs -3.21 6.32 8.11
Al -1.14 -2.21 -9.18
*
```

Values from the calculation:
Energy above the lowest of the compared OMol25 structures with the same formula, charge and spin   230.43 kcal per mole
Electronic energy   -6074.3293 a.u.
Orbital gap   0.065 hartree
HOMO energy   -10.100 eV